(1)
{
  "formula": "C34H46MoN8S2",
  "method": "ωB97M-V/def2-TZVPD",
  "symbols": ["Mo", "S", "C", "N", "C", "C", "N", "C", "C", "C", "C", "C", "C", "C", "C", "S", "C", "C", "C", "C", "C", "C", "C", "H", "H", "H", "H", "H", "H", "H", "H", "H", "H", "H", "H", "H", "H", "H", "H", "H", "H", "C", "N", "C", "C", "N", "C", "C", "C", "C", "C", "C", "N", "C", "N", "C", "C", "N", "C", "C", "N", "C", "C", "H", "H", "H", "H", "H", "H", "H", "H", "H", "H", "H", "H", "H", "H", "H", "H", "H", "H", "H", "H", "H", "H", "H", "H", "H", "H", "H", "H"],
  "xyz": [[-0.573, 1.447, 0.074], [-0.895, -0.732, -0.486], [0.493, -1.219, -1.466], [0.442, -2.189, -2.308], [1.643, -2.515, -3.115], [2.877, -2.350, -2.272], [2.883, -0.999, -1.659], [4.237, -0.374, -1.467], [5.227, -1.391, -0.979], [5.084, -1.951, 0.289], [6.000, -2.888, 0.737], [7.065, -3.260, -0.077], [7.215, -2.697, -1.337], [6.293, -1.764, -1.792], [1.773, -0.446, -1.298], [1.690, 1.171, -0.658], [-0.751, -3.063, -2.556], [-0.415, -4.477, -2.168], [-0.357, -5.469, -3.141], [-0.047, -6.774, -2.779], [0.212, -7.081, -1.451], [0.156, -6.090, -0.476], [-0.160, -4.789, -0.833], [1.628, -1.858, -3.989], [1.545, -3.548, -3.440], [3.777, -2.438, -2.878], [2.945, -3.086, -1.469], [4.109, 0.461, -0.782], [4.519, 0.019, -2.447], [4.269, -1.641, 0.937], [5.900, -3.320, 1.723], [7.787, -3.982, 0.278], [8.052, -2.976, -1.962], [6.421, -1.314, -2.770], [-0.960, -2.978, -3.623], [-1.585, -2.648, -1.996], [-0.575, -5.236, -4.177], [-0.017, -7.549, -3.531], [0.449, -8.098, -1.170], [0.343, -6.341, 0.558], [-0.232, -4.023, -0.066], [-2.952, 0.199, 3.039], [-1.565, 0.078, 3.494], [-1.305, -1.099, 4.341], [-0.625, 0.940, 3.152], [-0.834, 1.662, 1.944], [-1.132, 3.060, 1.936], [-0.785, 3.951, 2.960], [-1.098, 5.284, 2.834], [-1.694, 5.775, 1.660], [-2.017, 4.926, 0.631], [-1.799, 3.546, 0.770], [-2.125, 2.591, -0.232], [-3.112, 2.903, -1.188], [-2.793, 2.833, -2.467], [-1.408, 2.933, -2.922], [-3.784, 2.549, -3.521], [-4.312, 3.257, -0.752], [-5.209, 4.165, -1.491], [-4.828, 2.880, 0.567], [0.478, 1.156, 3.852], [0.544, 0.955, 5.313], [1.712, 1.693, 3.271], [-3.604, 0.064, 3.902], [-3.176, -0.574, 2.303], [-3.127, 1.183, 2.622], [-1.842, -1.936, 3.897], [-1.671, -0.949, 5.355], [-0.244, -1.324, 4.353], [-0.305, 3.593, 3.859], [-0.872, 5.965, 3.643], [-1.901, 6.833, 1.569], [-2.472, 5.309, -0.274], [-0.830, 3.605, -2.288], [-1.384, 3.330, -3.934], [-0.949, 1.944, -2.947], [-4.696, 2.155, -3.087], [-3.354, 1.789, -4.172], [-3.999, 3.437, -4.113], [-4.658, 4.701, -2.256], [-5.596, 4.882, -0.768], [-6.045, 3.623, -1.930], [-4.271, 2.038, 0.961], [-5.870, 2.587, 0.445], [-4.776, 3.729, 1.250], [-0.456, 0.936, 5.734], [1.085, 1.805, 5.726], [1.082, 0.043, 5.568], [1.674, 1.665, 2.188], [2.540, 1.070, 3.608], [1.883, 2.712, 3.618]],
  "atomic_forces_ev_per_a": [[-0.1, 0.1, 0.3], [0.0, -0.1, 0.0], [0.2, 0.0, -0.1], [0.0, 0.1, 0.1], [0.0, 0.0, 0.1], [0.0, 0.1, 0.0], [-0.1, 0.1, 0.1], [0.0, 0.0, 0.0], [0.0, 0.0, 0.0], [0.0, 0.0, 0.0], [0.0, 0.0, 0.0], [0.0, 0.0, 0.0], [0.0, 0.0, 0.0], [0.0, 0.0, 0.0], [0.0, -0.1, -0.1], [-0.2, 0.1, -0.1], [0.0, 0.0, 0.0], [0.0, 0.0, 0.0], [0.0, 0.0, 0.0], [0.0, 0.0, 0.0], [0.0, 0.0, 0.0], [0.0, 0.0, 0.0], [0.0, 0.0, 0.0], [0.1, 0.0, 0.0], [0.0, 0.0, 0.0], [0.0, 0.0, 0.0], [0.0, 0.0, 0.0], [0.0, 0.0, 0.0], [0.0, 0.0, 0.0], [0.0, 0.0, 0.0], [0.0, 0.0, 0.0], [0.0, 0.0, 0.0], [0.0, 0.0, 0.0], [0.0, 0.0, 0.0], [0.0, 0.0, 0.0], [0.0, 0.0, 0.0], [0.0, 0.0, 0.0], [0.0, 0.0, 0.0], [0.0, 0.0, 0.0], [0.0, 0.0, 0.0], [0.0, 0.0, 0.0], [0.0, 0.0, 0.0], [0.2, 0.1, 0.0], [0.0, 0.1, 0.0], [0.0, -0.1, 0.1], [-0.2, 0.0, 0.0], [0.0, -0.2, -0.1], [0.1, 0.2, 0.0], [0.1, -0.1, 0.0], [0.0, 0.0, -0.1], [0.0, 0.1, 0.0], [0.2, -0.3, 0.1], [0.0, 0.1, -0.2], [-0.3, 0.2, 0.3], [-0.1, 0.1, -0.1], [0.1, 0.0, 0.1], [0.0, 0.0, 0.0], [0.1, -0.1, -0.1], [0.1, -0.1, 0.0], [0.1, 0.0, 0.0], [-0.2, -0.1, 0.0], [0.0, 0.0, 0.0], [0.0, 0.0, 0.0], [0.0, 0.0, 0.0], [0.0, 0.0, 0.0], [0.0, 0.0, 0.0], [0.0, 0.0, 0.0], [0.0, 0.0, 0.0], [0.0, 0.0, 0.0], [0.0, 0.0, 0.0], [0.0, 0.0, 0.0], [0.0, 0.0, 0.0], [0.0, 0.0, 0.0], [0.0, 0.0, 0.0], [-0.1, 0.0, 0.0], [0.1, -0.1, -0.1], [0.0, 0.0, 0.0], [0.0, 0.0, 0.0], [0.0, 0.0, 0.0], [0.0, 0.0, 0.0], [0.0, 0.0, 0.0], [0.0, 0.0, 0.0], [0.0, 0.0, 0.0], [0.0, 0.0, 0.0], [0.0, 0.0, 0.0], [0.0, 0.0, 0.0], [0.0, 0.0, 0.0], [0.0, 0.0, 0.0], [0.0, 0.0, 0.0], [0.0, 0.0, 0.0], [0.0, 0.0, 0.0]],
  "charge": 4,
  "lumo_ev": [-12.5, -12.4],
  "homo_lumo_gap_ev": [5.273, 5.349],
  "homo_ev": [-17.737, -17.738],
  "mol_weight_g_mol": 726.9
}

(2)
{
  "formula": "C19H43HfOP3SSe",
  "method": "ωB97M-V/def2-TZVPD",
  "symbols": ["Hf", "P", "P", "P", "H", "C", "C", "H", "C", "C", "C", "C", "C", "C", "C", "C", "C", "H", "H", "H", "H", "H", "H", "H", "H", "H", "H", "H", "H", "H", "H", "H", "H", "H", "H", "H", "H", "H", "H", "H", "H", "H", "H", "H", "H", "H", "C", "C", "C", "C", "C", "C", "Se", "H", "H", "H", "H", "H", "H", "C", "S", "C", "O", "H", "H", "H", "H", "H", "H"],
  "xyz": [[-0.073, -0.071, 0.856], [0.156, 2.258, 2.258], [-2.549, 0.753, 0.607], [2.521, 0.235, 0.400], [-1.463, -2.831, -6.267], [-0.678, -3.564, -6.047], [-0.748, -4.281, -4.905], [-1.701, -4.315, -4.359], [0.279, 3.918, 1.479], [-1.189, 2.509, 3.471], [1.633, 2.245, 3.331], [-3.224, -0.286, -0.738], [-3.766, 0.503, 1.932], [-2.935, 2.453, 0.054], [2.800, -0.985, -0.939], [3.703, -0.281, 1.689], [3.306, 1.741, -0.273], [0.040, -3.726, -6.874], [0.078, -4.899, -4.544], [0.346, 4.694, 2.255], [-0.594, 4.125, 0.853], [1.176, 3.968, 0.850], [-0.915, 3.316, 4.163], [-1.327, 1.583, 4.042], [-2.126, 2.768, 2.967], [1.540, 3.035, 4.089], [2.541, 2.414, 2.739], [1.705, 1.275, 3.839], [-4.305, -0.352, -0.598], [-2.785, -1.287, -0.691], [-2.998, 0.156, -1.711], [-4.701, 1.007, 1.649], [-3.413, 0.913, 2.885], [-3.960, -0.571, 2.049], [-4.025, 2.559, -0.026], [-2.483, 2.638, -0.931], [-2.561, 3.204, 0.755], [3.860, -1.262, -0.942], [2.515, -0.557, -1.909], [2.188, -1.876, -0.762], [4.718, -0.314, 1.265], [3.434, -1.277, 2.066], [3.686, 0.428, 2.528], [4.354, 1.521, -0.520], [3.275, 2.558, 0.459], [2.775, 2.063, -1.180], [0.105, 0.759, -2.868], [-0.328, -0.565, -2.973], [-0.196, -1.208, -4.184], [0.330, -0.589, -5.313], [0.715, 0.766, -5.238], [0.605, 1.423, -4.019], [0.017, 1.662, -1.251], [-0.201, -1.531, -0.204], [-0.724, -1.127, -2.130], [-0.527, -2.235, -4.227], [0.409, -1.191, -6.223], [1.079, 1.289, -6.126], [0.902, 2.466, -3.902], [-0.569, -2.265, 4.908], [0.670, -2.057, 3.608], [0.540, -3.681, 2.827], [-0.117, -1.182, 2.509], [-0.904, -1.260, 5.195], [-1.417, -2.849, 4.519], [-0.077, -2.758, 5.763], [-0.407, -4.171, 3.098], [0.578, -3.532, 1.740], [1.403, -4.269, 3.173]],
  "atomic_forces_ev_per_a": [[-0.3, -1.1, 2.1], [0.1, 1.9, 0.6], [-2.0, 0.7, -0.5], [1.9, 0.2, -0.9], [0.0, -0.5, -0.1], [-0.2, -0.6, -0.2], [0.0, 0.0, -0.8], [0.6, 0.3, 0.1], [0.0, -0.2, -0.2], [-0.1, -0.4, 0.0], [0.1, -0.3, 0.0], [0.3, -0.1, 0.0], [0.2, -0.3, 0.6], [0.3, 0.0, -0.1], [-0.3, -0.1, 0.1], [-0.3, -0.1, 0.6], [-0.3, 0.2, 0.1], [0.0, 0.2, 0.9], [-0.4, -0.1, -0.3], [0.0, -0.3, -0.1], [0.2, 0.0, 0.1], [-0.1, 0.1, 0.1], [0.0, -0.2, -0.2], [-0.1, 0.2, 0.0], [0.2, 0.0, 0.2], [0.1, -0.2, -0.2], [-0.2, 0.0, 0.2], [0.1, 0.2, 0.0], [0.1, 0.0, -0.1], [-0.2, 0.0, 0.0], [-0.1, 0.0, 0.0], [0.3, -0.1, 0.0], [-0.2, -0.1, -0.2], [0.0, 0.2, 0.1], [0.2, 0.0, 0.0], [-0.2, 0.1, 0.2], [-0.1, -0.1, -0.1], [-0.2, 0.1, -0.1], [0.2, -0.1, 0.2], [0.2, 0.1, -0.1], [-0.4, 0.0, 0.0], [0.2, 0.2, -0.1], [0.1, -0.2, -0.2], [-0.3, 0.0, 0.1], [0.1, -0.1, -0.2], [0.3, 0.0, 0.2], [0.0, 0.8, 1.8], [-0.1, -2.0, -0.8], [-0.8, -0.2, 2.1], [0.1, 0.2, -0.5], [0.1, 1.0, 0.6], [0.5, 0.8, -1.7], [0.4, 0.0, -1.9], [-0.1, -0.4, -0.8], [0.0, 0.3, -0.1], [0.0, 0.0, -0.2], [0.1, 0.4, 0.1], [0.0, -0.1, 0.4], [0.0, -0.2, -0.3], [-0.1, 0.3, -0.1], [-1.2, -0.7, -0.3], [0.2, -0.3, 0.1], [0.6, 0.3, 0.3], [0.2, -0.2, 0.1], [0.4, 0.2, 0.1], [-0.1, 0.1, -0.3], [0.4, 0.2, 0.0], [0.2, 0.0, 0.3], [-0.3, 0.1, -0.1]],
  "de_lowest_ev": 0.132,
  "charge": 4,
  "lumo_ev": [-15.9, -15.6],
  "homo_lumo_gap_ev": [2.666, 3.542],
  "homo_ev": [-18.553, -19.177],
  "mol_weight_g_mol": 670.0
}